C33H61BBeBr2CaClFLiNO16PS | ωB97M-V/def2-TZVPD

Each line ends with the Löwdin charge.
Element x y z (Å)
C  3.91538  -3.80103  -1.39174  -0.12
C  3.46940  -4.98450  -2.31193  -0.25
C  1.91493  -5.17744  -2.41670  -0.19
C  1.29435  -3.84575  -2.99131  -0.25
C  0.10379  -4.07633  -3.99269  -0.18
C  -0.49086  -2.64483  -4.29488  -0.19
C  -2.05915  -2.49572  -4.10060  -0.16
C  -2.51413  -2.61638  -2.59031  -0.27
C  -2.92630  -1.21927  -1.89069  -0.24
C  -2.02800  -0.00939  -2.29663  -0.21
C  -2.81159  1.14036  -3.03909  -0.17
C  -3.16005  2.31260  -2.04165  -0.20
C  -2.72528  3.65050  -2.71951  -0.25
C  -1.45717  4.17221  -1.99646  -0.31
C  -0.43198  2.99084  -1.79296  -0.22
C  0.88141  3.46683  -1.09432  -0.10
B  0.98313  2.78333  0.36926  -0.34
C  2.41215  2.31737  0.86476  -0.11
C  2.46862  1.92913  2.38072  -0.12
C  3.95193  1.70740  2.76503  -0.54
O  4.72242  1.36834  1.99412  0.15
O  4.39919  1.93968  4.05229  0.10
C  -0.36915  2.57287  1.19694  -0.53
Br  -0.59909  0.59833  1.44493  0.70
C  -0.42229  3.30822  2.58264  -0.26
C  -1.90239  3.55393  3.01267  -0.11
H  3.67494  -2.83854  -1.90133  0.06
H  3.42827  -3.80440  -0.39118  0.09
H  5.02141  -3.79392  -1.22034  0.05
H  3.92312  -5.91501  -1.90136  0.11
H  3.89317  -4.78453  -3.32347  0.09
H  1.47728  -5.34514  -1.41078  0.09
H  1.69699  -6.03566  -3.08487  0.11
H  1.02030  -3.13243  -2.17686  0.05
H  2.11615  -3.37210  -3.56243  0.07
H  0.52690  -4.47751  -4.93234  0.11
H  -0.65221  -4.78645  -3.58280  0.11
H  0.05347  -1.93546  -3.63683  0.08
H  -0.30272  -2.33389  -5.34340  0.12
H  -2.57102  -3.33565  -4.61761  0.12
H  -2.38343  -1.55415  -4.57872  0.11
H  -1.76204  -3.17732  -1.94087  -0.08
H  -3.42420  -3.26277  -2.59802  0.12
H  -2.79485  -1.34153  -0.74716  -0.01
H  -3.99651  -0.96604  -2.02003  0.14
H  -1.66821  0.45392  -1.34799  0.04
H  -1.12737  -0.31526  -2.86168  0.10
H  -3.75548  0.81537  -3.53313  0.12
H  -2.15757  1.51865  -3.84725  0.10
H  -4.27035  2.32364  -1.94202  0.09
H  -2.76959  2.17429  -1.01714  0.09
H  -2.61841  3.59905  -3.82697  0.11
H  -3.54258  4.40275  -2.57754  0.07
H  -1.63121  4.59848  -0.98567  0.11
H  -0.93141  4.92442  -2.67108  -0.04
H  -0.91144  2.16467  -1.22659  0.04
H  -0.18798  2.57809  -2.80206  0.13
H  1.72573  3.09975  -1.72684  0.11
H  0.95403  4.57628  -1.06032  0.12
H  3.10449  3.18814  0.73725  0.13
H  2.83798  1.49055  0.26162  0.12
H  2.14199  2.82003  2.96782  0.11
H  1.86104  1.04478  2.64604  0.09
H  3.73270  2.48683  4.48856  0.10
H  -1.28405  2.88179  0.64129  0.07
H  -0.00955  2.59114  3.33069  0.09
H  0.21993  4.21036  2.64636  0.12
H  -2.32022  4.43157  2.47158  0.06
H  -1.99272  3.73428  4.09769  0.09
H  -2.50918  2.67445  2.70511  0.06
Be  -1.99217  6.51979  -3.01987  0.34
C  5.37181  -1.14895  -7.42962  0.01
C  4.89810  -1.18274  -6.16872  -0.07
C  4.01561  -2.26656  -5.71677  -0.49
O  3.58084  -2.29651  -4.54391  -0.12
C  3.67210  -3.30767  -6.68769  -0.01
C  4.14108  -3.27895  -7.94505  0.01
C  5.02597  -2.19722  -8.40687  -0.43
O  5.45508  -2.16832  -9.54465  0.07
H  6.02236  -0.35774  -7.78090  0.12
H  5.14496  -0.41510  -5.43686  0.11
H  3.02047  -4.09832  -6.33419  0.11
H  3.89352  -4.04240  -8.67120  0.12
O  6.18100  -1.45475  2.24497  -0.30
Cl  7.42215  -1.00364  1.62713  0.73
O  8.04451  -0.01064  2.45863  -0.27
O  7.13155  -0.44286  0.32423  -0.39
O  8.30932  -2.13835  1.47308  -0.33
O  -1.42093  1.54279  6.06249  -0.18
P  -2.53584  0.53860  5.79033  -0.12
O  -3.19476  0.15680  7.10914  -0.24
O  -1.96509  -0.70981  5.12577  -0.18
O  -3.55007  1.17552  4.84914  -0.15
Ca  -1.44923  -2.62708  -0.37645  1.16
N  7.08055  -2.11937  -0.38764  0.11
H  6.26034  -1.58221  -0.11093  0.09
H  7.10565  -2.99751  0.13527  0.14
H  7.02555  -2.31787  -1.38754  0.13
H  7.93180  -1.57573  -0.19073  0.08
C  -7.09813  2.71571  1.54410  -0.26
S  -5.44677  2.79652  0.83185  0.79
O  -4.75647  1.51370  1.15219  -0.56
C  -4.81889  4.04463  1.96056  -0.26
H  -7.66632  1.95726  1.00815  0.05
H  -7.03439  2.44473  2.59824  0.06
H  -7.58988  3.68226  1.43232  0.05
H  -4.89824  3.69012  2.98885  0.07
H  -5.38676  4.96730  1.83483  0.06
H  -3.77531  4.22794  1.72058  0.00
C  -3.94021  -0.26237  10.06453  0.00
C  -5.31632  -0.64969  9.66242  -0.27
O  -5.91811  -0.95411  10.93890  0.09
C  -5.28915  -0.19138  11.82012  -0.54
O  -5.70583  0.05369  13.00267  -0.23
O  -4.17452  0.31947  11.36936  0.16
F  -5.31682  -1.74951  8.90442  0.13
H  -3.26909  -1.11560  10.16708  0.17
H  -3.49162  0.45441  9.37768  0.13
H  -5.88517  0.13697  9.16445  0.19
Br  -7.00495  -1.32978  13.43690  0.94
Li  5.66153  -2.37728  -4.05156  0.79

The HOMO-LUMO gap comes out at 0.83 eV. As for the spin multiplicity: 1. Its net charge is +1. The LUMO energy is -5.58 eV.